Record 1
A structure of composition C21H24F6N4O3S3Tl. Source: OMol25; level of theory: ωB97M-V with the def2-TZVPD basis set.

For the frontier orbital gap, the calculation gives 0.260 hartree. The calculation puts the strongest force on any atom at 0.93 eV/Å. The value obtained for the LUMO energy is -4.6890 eV. The electronic energy is -87765.4060 eV. The value obtained for the HOMO energy is -0.433 Ha. As for the net charge: +1.

Cartesian coordinates (Å):
Tl  1.1524  0.8714  0.5958
C  -0.5973  2.5406  -2.2812
C  -0.0498  1.3920  -3.1102
S  0.4793  -0.0426  -2.1327
C  2.1462  -0.3504  -2.7732
C  3.1395  0.8055  -2.7855
S  3.4939  1.4388  -1.1285
C  3.2635  3.2269  -1.2820
C  1.9872  3.7528  -1.9225
S  0.4670  3.2984  -1.0321
H  -1.4508  2.2010  -1.6907
H  -0.9324  3.3359  -2.9467
H  0.7787  1.6937  -3.7472
H  -0.8552  1.0378  -3.7527
H  2.0234  -0.7432  -3.7821
H  2.5154  -1.1496  -2.1298
H  2.8312  1.6331  -3.4219
H  4.0766  0.4141  -3.1814
H  4.1222  3.6354  -1.8147
H  3.3244  3.5560  -0.2471
H  1.8772  3.4626  -2.9661
H  2.0341  4.8405  -1.8800
C  -2.5106  1.9576  3.1383
C  -1.2887  1.7497  2.5321
N  -1.2002  1.1871  1.3168
C  -2.3038  0.7859  0.6933
C  -3.5654  0.9094  1.2487
C  -3.6610  1.5387  2.4831
C  -4.7770  0.4156  0.5606
C  -4.9911  -0.7798  0.0116
C  -4.1018  -1.9653  -0.0183
C  -4.4104  -3.0320  -0.8514
C  -3.5408  -4.1108  -0.8541
N  -2.4541  -4.1516  -0.0890
C  -2.2536  -3.0934  0.6928
N  -3.0154  -2.0061  0.7610
H  -2.5548  2.4304  4.1093
H  -0.3664  2.0163  3.0249
H  -2.1798  0.3426  -0.2884
H  -4.6337  1.6674  2.9433
H  -5.6008  1.1236  0.5381
H  -5.9556  -0.9457  -0.4570
H  -5.2902  -3.0242  -1.4818
H  -3.7124  -4.9715  -1.4914
H  -1.3773  -3.1097  1.3332
C  3.7873  -2.6188  1.7309
C  2.4824  -1.8888  1.4303
O  2.7160  -0.6281  0.9020
C  1.6753  -2.7176  0.3931
F  1.2488  -3.8988  0.8259
F  2.4205  -2.9293  -0.7073
F  0.5773  -2.0325  -0.0320
C  1.6582  -1.7965  2.7374
F  2.3123  -1.0817  3.6468
F  1.3749  -2.9838  3.2741
F  0.4638  -1.1675  2.5169
H  4.3671  -2.6978  0.8145
H  3.5861  -3.6164  2.1212
H  4.3555  -2.0395  2.4550
O  1.6503  1.4362  3.0159
N  2.5376  2.2589  2.7985
O  2.7049  2.6174  1.6338

=====

Record 2
A cluster of 2 separate species, C4H9N2 in total in a non-equilibrium geometry. Source: OMol25; level of theory: ωB97M-V with the def2-TZVPD basis set.

For the frontier orbital gap, the calculation gives 0.336 hartree. The calculation puts the strongest force on any atom at 4.94 eV/Å. The value obtained for the LUMO energy is -3.7668 eV. The electronic energy is -7262.5879 eV. The value obtained for the HOMO energy is -0.475 Ha. As for the net charge: +1.

Cartesian coordinates (Å):
C  0.0299  -0.3387  0.0745
C  -0.3036  0.3120  1.4708
C  -0.0042  1.2301  2.4694
C  -0.0218  -0.2871  -2.0194
N  -1.2921  -0.3064  0.9736
N  1.1231  -0.9039  -2.3719
H  0.3938  -1.3074  0.1111
H  0.9821  1.2552  2.6293
H  -0.6169  1.2561  3.3786
H  -0.2451  2.1345  1.8455
H  -0.1714  0.6999  -2.5031
H  -0.8731  -0.8460  -1.9813
H  1.2681  -1.8831  -2.2083
H  2.0134  -0.5251  -2.7218
H  -2.2822  -0.4900  0.8529

=====

Record 3
A structure of composition C14H29N2O5PSi2. Source: OMol25; level of theory: ωB97M-V with the def2-TZVPD basis set.

For the frontier orbital gap, the calculation gives 0.294 hartree. The calculation puts the strongest force on any atom at 0.61 eV/Å. The value obtained for the LUMO energy is 0.0534 eV. The electronic energy is -53246.8274 eV. The value obtained for the HOMO energy is -0.292 Ha. As for the net charge: 0.

Cartesian coordinates (Å):
C  -0.1120  -0.0031  3.7506
C  -0.8366  -1.0133  2.8676
P  -2.0999  -0.2713  1.7348
C  -1.9341  -1.0398  0.0447
C  -0.8606  -2.1094  -0.1622
Si  -1.7479  1.9160  1.5604
C  -0.4625  2.5404  0.3488
C  0.9077  2.1930  0.8470
C  1.4420  0.9538  0.5113
C  2.6744  0.5349  0.9861
C  3.3982  1.3764  1.8172
C  2.8753  2.6148  2.1534
C  1.6374  3.0462  1.6825
C  1.1133  4.3898  2.1002
O  -3.1942  2.5554  1.0537
Si  -4.5651  2.6415  1.9745
H  0.5108  0.6642  3.1575
H  0.5434  -0.5290  4.4440
H  -0.8049  0.5856  4.3467
H  -0.0974  -1.5863  2.3151
H  -1.3712  -1.7160  3.5032
H  -1.8203  -0.2444  -0.6926
H  -2.9006  -1.4930  -0.1593
H  0.1090  -1.6821  -0.3813
H  -0.7821  -2.7814  0.6858
H  -1.1342  -2.7177  -1.0170
H  -1.4305  2.4719  2.8965
H  -0.5970  3.6194  0.2791
H  -0.6379  2.1497  -0.6527
H  0.8730  0.3119  -0.1379
H  3.0694  -0.4315  0.7078
H  4.3623  1.0739  2.1975
H  3.4469  3.2704  2.7959
H  1.9185  4.9958  2.5041
H  0.3435  4.2882  2.8644
H  0.6707  4.9340  1.2689
H  -4.2101  2.9106  3.3857
H  -5.3468  1.3955  1.8704
H  -5.3799  3.7631  1.4639
C  -1.2437  -2.4031  -5.0380
N  -1.2246  -3.2610  -3.8222
O  -2.2129  -3.9027  -3.5482
O  -0.1935  -3.2629  -3.1793
H  -2.2126  -2.5068  -5.5099
H  -1.0570  -1.3843  -4.7128
H  -0.4338  -2.7453  -5.6767
C  2.9432  -3.5239  -3.5532
N  3.0969  -3.3424  -5.0230
O  4.1965  -3.0857  -5.4580
O  2.0914  -3.4615  -5.6962
H  3.9102  -3.3843  -3.0864
H  2.2156  -2.7905  -3.2225
H  2.5543  -4.5239  -3.3901